a:
88
Properties=species:S:1:pos:R:3 method="wB97M-V/def2-TZVPD" e_homo_ha=-0.5739 charge=+3 e_lumo_ev=-7.619
Pb -0.223 0.376 0.820
O -1.875 3.575 2.453
C -1.845 2.841 1.491
N -0.708 2.574 0.736
C 0.139 3.622 0.454
O -0.101 4.790 0.643
C 1.460 3.259 -0.203
C 2.265 4.311 -0.630
C 3.495 4.029 -1.194
C 3.905 2.702 -1.265
C 3.045 1.721 -0.803
N 1.819 1.976 -0.318
C -3.045 2.043 1.067
C -4.315 2.452 1.429
C -5.396 1.708 0.977
C -5.159 0.584 0.204
C -3.848 0.231 -0.076
N -2.803 0.944 0.339
H 1.903 5.321 -0.498
H 4.138 4.825 -1.546
H 4.879 2.433 -1.651
H 3.360 0.682 -0.801
H -4.435 3.339 2.036
H -6.407 2.004 1.222
H -5.973 -0.020 -0.172
H -3.630 -0.663 -0.650
C 1.343 -5.082 -1.420
Se 1.059 -3.195 -1.015
C 2.979 -2.745 -1.100
C 3.540 -2.790 0.314
Se 2.911 -1.263 1.365
C 2.699 -2.130 3.092
H 1.791 -5.162 -2.406
H 0.396 -5.605 -1.363
H 2.010 -5.449 -0.640
H 3.093 -1.766 -1.557
H 3.426 -3.494 -1.753
H 4.627 -2.764 0.238
H 3.277 -3.718 0.824
H 3.661 -2.496 3.437
H 1.970 -2.933 3.029
H 2.332 -1.361 3.768
S -2.703 0.351 5.143
C -1.521 0.749 3.986
N -1.494 0.023 2.905
C -2.466 -0.976 2.963
C -2.693 -1.972 2.010
C -3.698 -2.886 2.234
C -4.482 -2.829 3.396
C -4.262 -1.864 4.353
C -3.241 -0.941 4.125
H -0.860 1.584 4.155
H -2.087 -2.026 1.112
H -3.891 -3.667 1.511
H -5.264 -3.560 3.546
H -4.857 -1.830 5.255
N 0.962 3.274 3.438
C 1.658 2.160 3.243
O 1.238 1.179 2.593
C 3.027 2.089 3.859
I 4.412 3.164 2.646
H 0.055 3.458 3.009
H 1.395 4.050 3.916
H 3.366 1.060 3.877
H 3.058 2.520 4.857
C -0.496 1.370 -2.995
N 0.934 1.024 -3.281
C 1.365 1.523 -4.631
C 1.335 -0.395 -2.943
C 0.448 -1.508 -3.454
C -0.206 -1.409 -4.679
C -1.123 -2.355 -5.109
C -1.432 -3.430 -4.296
C -0.756 -3.587 -3.098
C 0.204 -2.663 -2.694
H -0.621 2.434 -3.184
H -0.714 1.166 -1.948
H -1.152 0.796 -3.641
H 1.474 1.568 -2.595
H 0.595 1.319 -5.366
H 2.298 1.045 -4.915
H 1.507 2.599 -4.559
H 1.346 -0.411 -1.850
H 2.362 -0.492 -3.299
H -0.002 -0.572 -5.328
H -1.603 -2.240 -6.072
H -2.178 -4.154 -4.594
H -0.995 -4.442 -2.481

b:
88
Properties=species:S:1:pos:R:3 method="wB97M-V/def2-TZVPD" e_homo_ha="-0.5775 / -0.5788" charge=+3 e_lumo_ev="-10.357 / -10.547"
Pb -0.013 -0.591 0.078
O 0.899 3.151 -1.544
C 0.414 2.076 -1.801
N 0.968 0.856 -1.498
C 2.324 0.840 -1.337
O 3.092 1.770 -1.409
C 2.872 -0.550 -1.096
C 4.235 -0.743 -1.285
C 4.773 -2.011 -1.143
C 3.917 -3.050 -0.804
C 2.580 -2.765 -0.593
N 2.060 -1.544 -0.725
C -0.900 2.013 -2.539
C -1.536 3.231 -2.786
C -2.686 3.223 -3.555
C -3.158 2.018 -4.053
C -2.458 0.857 -3.741
N -1.374 0.873 -2.994
H 4.840 0.113 -1.540
H 5.829 -2.186 -1.283
H 4.276 -4.062 -0.701
H 1.898 -3.547 -0.286
H -1.093 4.135 -2.394
H -3.194 4.150 -3.779
H -4.030 1.976 -4.687
H -2.776 -0.105 -4.116
C 1.663 1.227 4.215
Se 0.113 0.727 3.183
C -1.079 2.208 3.661
C -2.517 1.732 3.731
Se -3.159 0.994 2.028
C -3.936 2.628 1.306
H 1.966 2.239 3.959
H 2.457 0.521 3.992
H 1.401 1.168 5.271
H -0.948 2.992 2.910
H -0.751 2.603 4.624
H -3.178 2.559 3.990
H -2.632 0.942 4.474
H -4.699 2.982 1.996
H -4.394 2.406 0.346
H -3.155 3.374 1.189
S 2.522 -3.802 3.080
C 2.209 -2.245 2.429
N 0.967 -1.931 2.220
C 0.128 -2.944 2.620
C -1.266 -2.925 2.584
C -1.954 -4.054 2.971
C -1.275 -5.192 3.414
C 0.103 -5.220 3.495
C 0.801 -4.088 3.097
H 3.021 -1.581 2.197
H -1.775 -2.022 2.272
H -3.032 -4.058 2.931
H -1.838 -6.059 3.720
H 0.623 -6.090 3.863
N 3.755 2.398 1.238
C 2.484 2.788 1.154
O 1.542 2.020 1.365
C 2.279 4.250 0.866
I 1.205 5.106 2.524
H 3.973 1.421 1.372
H 4.510 2.994 0.940
H 1.662 4.369 -0.023
H 3.211 4.796 0.753
C -0.362 -3.675 -3.079
N -0.671 -4.741 -2.107
C -1.659 -5.690 -2.658
C -1.077 -4.187 -0.771
C -2.185 -3.176 -0.877
C -3.498 -3.630 -1.021
C -4.542 -2.740 -1.174
C -4.289 -1.381 -1.169
C -2.993 -0.923 -0.974
C -1.938 -1.808 -0.823
H 0.043 -4.114 -3.989
H 0.361 -2.976 -2.662
H -1.266 -3.122 -3.327
H 0.190 -5.278 -1.955
H -2.589 -5.175 -2.894
H -1.859 -6.480 -1.936
H -1.273 -6.146 -3.569
H -0.205 -3.709 -0.318
H -1.392 -5.024 -0.145
H -3.707 -4.688 -0.982
H -5.551 -3.106 -1.284
H -5.090 -0.670 -1.294
H -2.817 0.144 -0.945

Which structure wins on stability? a wins.

a:
107
Properties=species:S:1:pos:R:3 method="wB97M-V/def2-TZVPD" e_homo_ha="-0.2535 / -0.2535" charge=0 e_lumo_ev="-0.545 / -0.545"
Pd -0.447 -0.497 -0.138
S 0.122 -0.742 2.068
C 1.855 -0.807 1.645
N 2.719 -1.297 2.437
N 4.017 -1.391 2.138
C 4.830 -2.195 2.937
C 4.318 -2.987 3.963
C 5.180 -3.765 4.717
C 6.544 -3.780 4.463
C 7.047 -2.991 3.437
C 6.201 -2.199 2.683
N 2.058 -0.291 0.322
N 3.230 -0.256 -0.105
C 3.343 0.229 -1.451
C 2.257 0.581 -2.240
C 2.479 1.033 -3.530
C 3.773 1.135 -4.026
C 4.854 0.783 -3.230
C 4.638 0.328 -1.940
H 4.325 -1.072 1.226
H 3.256 -2.982 4.158
H 4.772 -4.379 5.510
H 7.206 -4.399 5.053
H 8.108 -2.983 3.227
H 6.600 -1.575 1.892
H 1.245 0.502 -1.855
H 1.635 1.300 -4.152
H 3.936 1.481 -5.038
H 5.862 0.863 -3.613
H 5.464 0.045 -1.301
C -1.236 -7.630 0.134
C -0.245 -7.204 1.005
C 0.092 -5.862 1.067
C -0.532 -4.917 0.250
C -1.542 -5.360 -0.606
C -1.887 -6.699 -0.665
C -0.153 -3.502 0.415
C -0.265 -2.475 -0.431
C -0.587 -2.539 -1.866
C -0.114 -3.524 -2.745
C -0.401 -3.462 -4.093
C -1.127 -2.396 -4.626
C -1.549 -1.377 -3.791
C -1.289 -1.465 -2.429
H -1.510 -8.676 0.086
H 0.260 -7.916 1.644
H 0.858 -5.531 1.758
H -2.078 -4.648 -1.219
H -2.678 -7.018 -1.331
H 0.241 -3.283 1.405
H 0.472 -4.343 -2.351
H -0.051 -4.251 -4.748
H -1.341 -2.361 -5.686
H -2.082 -0.521 -4.185
H -1.656 -0.622 -1.825
C -1.881 4.339 -3.306
C -0.448 4.016 -2.901
C -0.387 3.518 -1.447
C -1.687 2.810 -1.023
C -2.243 2.065 -2.241
C -2.735 3.063 -3.298
P -1.374 1.659 0.390
C -3.022 1.309 1.167
C -4.038 2.478 1.202
C -5.184 2.267 0.217
C -5.988 1.005 0.555
C -5.093 -0.099 1.138
C -3.668 0.027 0.613
C -0.525 2.625 1.707
C 0.983 2.778 1.495
C 1.649 3.058 2.848
C 0.766 3.954 3.735
C -0.134 4.838 2.877
C -1.139 3.985 2.083
H -1.913 4.810 -4.289
H -2.293 5.069 -2.603
H 0.196 4.889 -3.020
H -0.050 3.250 -3.573
H -0.194 4.356 -0.774
H 0.458 2.831 -1.338
H -2.422 3.561 -0.717
H -3.048 1.379 -1.971
H -1.437 1.448 -2.652
H -3.780 3.316 -3.105
H -2.706 2.588 -4.281
H -2.734 1.082 2.201
H -3.555 3.434 1.006
H -4.451 2.562 2.212
H -4.779 2.198 -0.797
H -5.839 3.140 0.221
H -6.489 0.640 -0.345
H -6.778 1.255 1.266
H -5.500 -1.083 0.903
H -5.069 -0.029 2.230
H -3.693 0.038 -0.482
H -3.061 -0.837 0.895
H -0.633 1.943 2.559
H 1.178 3.598 0.802
H 1.404 1.879 1.044
H 2.620 3.531 2.685
H 1.837 2.108 3.353
H 1.385 4.563 4.395
H 0.140 3.337 4.386
H 0.488 5.415 2.188
H -0.670 5.566 3.489
H -1.455 4.535 1.192
H -2.036 3.824 2.686

b:
107
Properties=species:S:1:pos:R:3 method="wB97M-V/def2-TZVPD" e_homo_ha="-0.2515 / -0.2514" charge=0 e_lumo_ev="-0.544 / -0.545"
Pd -0.651 -0.596 -0.071
S 0.046 -0.871 2.107
C 1.754 -0.945 1.635
N 2.617 -1.410 2.467
N 3.921 -1.433 2.203
C 4.791 -2.043 3.107
C 4.335 -2.687 4.254
C 5.250 -3.265 5.120
C 6.612 -3.223 4.857
C 7.059 -2.584 3.708
C 6.159 -1.992 2.840
N 1.965 -0.472 0.312
N 3.133 -0.475 -0.125
C 3.254 -0.011 -1.469
C 2.165 0.276 -2.289
C 2.384 0.703 -3.587
C 3.679 0.851 -4.070
C 4.761 0.562 -3.252
C 4.549 0.128 -1.952
H 4.230 -1.164 1.278
H 3.274 -2.723 4.455
H 4.887 -3.760 6.012
H 7.316 -3.681 5.539
H 8.118 -2.540 3.488
H 6.511 -1.480 1.951
H 1.159 0.149 -1.913
H 1.538 0.910 -4.232
H 3.843 1.183 -5.087
H 5.770 0.670 -3.627
H 5.378 -0.107 -1.297
C -0.805 -7.801 -0.452
C 0.104 -7.362 0.500
C 0.240 -6.006 0.757
C -0.513 -5.060 0.059
C -1.438 -5.518 -0.880
C -1.580 -6.873 -1.134
C -0.338 -3.630 0.389
C -0.481 -2.570 -0.401
C -0.715 -2.540 -1.853
C -0.120 -3.397 -2.786
C -0.381 -3.257 -4.136
C -1.206 -2.234 -4.607
C -1.740 -1.323 -3.712
C -1.494 -1.481 -2.353
H -0.919 -8.859 -0.652
H 0.706 -8.076 1.048
H 0.944 -5.665 1.508
H -2.064 -4.806 -1.405
H -2.308 -7.206 -1.863
H -0.071 -3.446 1.427
H 0.531 -4.188 -2.436
H 0.062 -3.951 -4.838
H -1.408 -2.145 -5.667
H -2.341 -0.491 -4.060
H -1.943 -0.720 -1.693
C -1.824 4.283 -3.295
C -0.412 3.848 -2.918
C -0.358 3.372 -1.455
C -1.698 2.767 -0.991
C -2.340 2.057 -2.188
C -2.779 3.082 -3.245
P -1.447 1.620 0.434
C -3.100 1.414 1.247
C -4.017 2.662 1.297
C -5.177 2.552 0.311
C -6.086 1.362 0.652
C -5.287 0.186 1.238
C -3.858 0.187 0.705
C -0.489 2.546 1.705
C 1.020 2.602 1.444
C 1.747 2.852 2.772
C 0.950 3.811 3.677
C 0.079 4.742 2.839
C -1.004 3.946 2.089
H -1.841 4.741 -4.286
H -2.155 5.056 -2.595
H 0.301 4.661 -3.067
H -0.096 3.041 -3.586
H -0.093 4.208 -0.805
H 0.440 2.630 -1.346
H -2.366 3.576 -0.678
H -3.189 1.438 -1.895
H -1.595 1.377 -2.613
H -3.795 3.422 -3.031
H -2.816 2.594 -4.223
H -2.813 1.165 2.276
H -3.458 3.578 1.110
H -4.423 2.767 2.308
H -4.777 2.442 -0.701
H -5.753 3.479 0.309
H -6.617 1.041 -0.247
H -6.852 1.678 1.365
H -5.779 -0.760 1.012
H -5.250 0.260 2.329
H -3.887 0.193 -0.390
H -3.323 -0.722 0.985
H -0.612 1.881 2.567
H 1.245 3.404 0.740
H 1.369 1.678 0.987
H 2.739 3.262 2.570
H 1.897 1.898 3.284
H 1.628 4.383 4.313
H 0.307 3.241 4.355
H 0.713 5.275 2.123
H -0.391 5.506 3.460
H -1.318 4.506 1.203
H -1.887 3.846 2.724

Which structure wins on stability? b wins.